#1
Molecular formula: C3H6FN3
Method: DFT, the ωB97M-V functional and the def2-TZVPD basis

Positions of all 13 atoms, in Å:
C1 0.09310 -1.53339 -0.86269
N1 -1.79975 -0.60278 -1.73699
F1 0.95560 -2.22144 -1.78978
H1 -1.85798 0.70652 -0.19927
H2 0.01363 -2.16602 0.00678
H3 -1.54138 1.52046 -1.70264
N2 -1.29788 -1.64173 -1.49415
H4 0.66572 -0.74732 1.45087
N3 0.45235 -0.22261 -0.66104
C2 -1.38155 0.55847 -1.15322
C3 1.01632 -0.02327 0.71305
H5 2.14963 -0.19634 0.49810
H6 1.02028 1.07258 0.87258

Output
- E_LUMO: 0.10 eV
- Net charge: 0



#2
Molecular formula: C3H6FN3
Method: DFT, the ωB97M-V functional and the def2-TZVPD basis

Positions of all 13 atoms, in Å:
N1 -0.82266 0.12907 -1.09203
H1 -0.78813 1.12801 -1.28412
C1 0.27279 0.34560 1.04186
H2 1.09932 0.00040 1.67210
F1 -0.45387 1.72540 2.76325
N2 1.07643 -1.80622 -1.76977
H3 -1.44745 1.65569 0.98609
C2 1.07863 -1.20653 -0.66228
C3 -0.59259 1.23780 1.51020
H4 -1.73248 -0.08360 -0.70312
H5 1.83916 -1.44229 0.08086
N3 0.19417 -0.22340 -0.21971
H6 0.27666 -1.45992 -2.32335

Output
- SMILES: [H]/N=C\N(N)/C=C/F
- E_LUMO: 0.72 eV
- Net charge: 0



Verdict on stability: #2 comes out on top.



#1
Molecular formula: C3H5NO3P
Method: DFT, the ωB97M-V functional and the def2-TZVPD basis

Positions of all 13 atoms, in Å:
H1 2.79587 0.15905 -0.50312
O1 0.69727 -0.87747 1.13751
O2 0.56319 1.78434 0.84372
P1 0.57352 0.36174 0.35677
N1 -0.71281 0.10624 -0.59519
C1 -1.75968 -0.32123 0.23173
H2 1.51101 -1.08483 -1.32348
C2 -1.84326 -0.07683 1.55380
H3 -2.86969 -0.08635 -0.16364
H4 -0.48716 -0.46705 -1.32930
H5 1.77396 0.78243 -1.86929
C3 1.76922 0.00700 -1.00247
O3 -2.01143 -0.28703 2.66297

Output
- E_LUMO: 3.93 eV
- Net charge: -1



#2
Molecular formula: C3H5NO3P
Method: DFT, the ωB97M-V functional and the def2-TZVPD basis

Positions of all 13 atoms, in Å:
O1 2.42785 0.30452 0.87514
C1 0.37141 1.35310 0.11963
O2 -0.53950 1.02999 -2.53819
H1 0.61265 2.46745 -0.03744
H2 -0.59441 -2.44528 0.49701
H3 -1.95623 -1.55609 1.21705
P1 -0.37325 0.36515 -1.24215
O3 1.35518 -0.32856 -1.04525
C2 1.55149 0.39004 0.02886
H4 0.01977 1.28179 1.10608
N1 -1.40979 -0.70488 -0.72498
C3 -1.12119 -1.31904 0.58978
H5 -0.34398 -0.83818 1.15447

Output
- E_LUMO: 4.01 eV
- Net charge: -1



Verdict on stability: #2 comes out on top.



#1
Molecular formula: C5H17N2O
Method: DFT, the ωB97M-V functional and the def2-TZVPD basis

Positions of all 25 atoms, in Å:
H1 -1.87576 0.51933 0.73416
H2 2.37735 -0.28338 2.21152
H3 -0.14694 -1.02689 -0.64928
H4 -1.61778 1.36728 -0.80592
H5 -1.92806 -2.21850 -2.18163
C1 -2.43590 -0.68338 -0.96584
C2 1.78040 -0.68986 1.38030
H6 -2.87199 -0.21440 -1.82492
H7 2.57566 1.49630 -2.41632
N1 -1.60860 -1.84960 -1.29473
H8 1.10010 2.11239 0.51852
H9 1.33573 1.79193 2.20984
C3 -1.48349 0.40677 -0.27978
H10 -3.24226 -1.00745 -0.29142
H11 0.54740 0.39067 -0.84919
C4 0.62039 1.62612 1.37609
H12 -0.17791 -0.32591 1.90736
H13 1.48126 -1.63519 1.79423
H14 2.35118 -0.83961 0.45713
H15 -0.10329 2.31501 1.82801
H16 -1.68950 -2.55547 -0.57552
C5 0.49113 0.13544 1.19382
H17 2.44496 0.15905 -1.64733
N2 -0.09487 -0.08476 -0.18885
O1 2.17078 1.09412 -1.64025

Output
- E_LUMO: -2.70 eV
- Net charge: +1



#2
Molecular formula: C5H17N2O
Method: DFT, the ωB97M-V functional and the def2-TZVPD basis

Positions of all 25 atoms, in Å:
H1 -1.91921 -2.36168 -5.26804
H2 1.48106 1.41000 -0.07767
H3 2.70734 1.92522 2.25678
N1 -0.60981 -0.50191 0.56651
C1 -1.85600 -2.34250 -4.20613
C2 2.69103 1.85672 3.39864
H4 0.52974 1.19944 3.36691
H5 3.15109 0.86910 3.74074
C3 1.21421 2.03613 3.85971
H6 -1.23188 -3.08289 -3.78269
H7 1.02703 2.08034 4.98862
N2 -0.84420 -1.14123 -3.19110
H8 -2.28472 -1.27832 -1.54733
H9 0.46701 -0.30174 -1.12607
C4 -0.52986 -0.32001 -0.85530
H10 0.86171 2.92361 3.50656
O1 1.29030 1.18068 0.82000
C5 -1.23412 -1.32661 -1.84885
H11 -0.98213 0.64012 -1.17060
H12 -1.01433 -2.39305 -1.45976
H13 0.03046 0.21122 0.94192
H14 -1.69662 -1.16514 -3.99577
H15 3.25313 2.63710 3.90220
H16 -2.92420 -2.30869 -3.71431
H17 -1.57705 -0.44589 0.89504

Output
- E_LUMO: -9.87 eV
- Net charge: +1



Verdict on stability: #1 comes out on top.



#1
Molecular formula: C5H17N2O
Method: DFT, the ωB97M-V functional and the def2-TZVPD basis

Positions of all 25 atoms, in Å:
H1 -1.02474 1.20962 -1.79596
H2 1.55000 1.11358 -0.09844
C1 -0.75881 -0.47471 -0.56071
H3 2.62174 0.92027 3.45817
H4 0.27112 -0.76094 -3.33247
H5 -2.61042 -1.77056 -0.11921
H6 -0.19974 -2.09298 -3.48722
H7 3.42154 1.32203 1.92078
C2 -1.49626 -1.75107 -0.30294
H8 0.35864 2.22549 0.32892
C3 2.56056 0.79422 2.38025
N1 1.31859 1.49912 2.02233
H9 -1.18745 0.82676 1.13657
H10 0.18224 -0.60368 -1.14147
H11 -0.05110 -0.35850 1.59909
H12 -2.39902 0.82251 -0.83617
H13 2.68612 -0.21006 2.03539
N2 -1.59535 0.47661 -1.37337
C4 0.77865 1.24517 0.67364
H14 -1.94372 0.01672 -2.22890
O1 -0.46286 -1.29467 -2.96277
C5 -0.34093 0.26028 0.68637
H15 0.64522 1.27020 2.73648
H16 -1.05722 -2.32642 0.47130
H17 -1.26680 -2.35899 -1.20966

Output
- E_LUMO: -3.45 eV
- Net charge: +1



#2
Molecular formula: C5H17N2O
Method: DFT, the ωB97M-V functional and the def2-TZVPD basis

Positions of all 25 atoms, in Å:
H1 1.69338 -1.13314 0.09705
C1 0.77688 -1.09050 -0.51614
N1 0.12299 1.03196 0.38757
H2 1.04591 -2.42632 1.54035
H3 0.94287 0.97047 0.99048
N2 -0.36079 -1.80085 0.09041
O1 -2.48214 0.16659 0.83346
H4 1.36984 -1.54492 -1.36787
H5 -0.74772 0.55122 0.80417
C2 -0.29843 2.49947 0.30284
H6 -2.79636 0.02128 1.73403
H7 -0.63396 2.65102 1.34667
H8 -2.36986 -0.69292 0.40405
H9 -1.04569 2.68824 -0.47028
C3 -0.03535 -2.50503 1.36018
H10 -0.54285 0.13847 -1.60776
H11 -0.56796 -2.07424 2.20880
C4 0.33984 0.34173 -0.89655
C5 1.32005 1.02939 -1.83612
H12 1.61561 0.54484 -2.75714
H13 0.97420 2.05192 -2.12862
H14 -0.68466 -2.44325 -0.61302
H15 -0.38418 -3.52728 1.23791
H16 2.27075 1.29578 -1.33394
H17 0.47762 3.25607 0.18948

Output
- E_LUMO: -2.75 eV
- Net charge: +1



#3
Molecular formula: C5H17N2O
Method: DFT, the ωB97M-V functional and the def2-TZVPD basis

Positions of all 25 atoms, in Å:
H1 -1.39377 -0.72485 -1.20027
H2 0.59185 -3.00907 -0.90089
H3 0.09188 1.71376 1.34393
H4 -0.80428 -2.10332 1.47600
H5 2.07218 0.01211 3.25456
H6 -1.32007 2.97802 -0.08622
H7 0.54456 2.80239 -2.02516
C1 -0.42570 1.09863 0.57901
H8 -1.73249 -2.88928 0.12223
H9 -1.35371 1.72428 -1.31642
N1 0.17711 -0.06601 -0.00240
C2 -0.72880 2.13194 -0.49720
N2 0.60272 2.45007 -1.06687
H10 -0.20224 -2.33030 -2.27656
O1 2.12674 0.15742 2.30685
C3 -1.36251 -1.96241 0.56384
H11 1.18056 -1.59303 -1.70681
H12 -2.32365 -1.55840 0.92740
C4 -0.66066 -1.16380 -0.52355
C5 0.27804 -2.07135 -1.32454
H13 0.86455 -0.49944 0.63998
H14 2.80040 -0.46513 2.01888
H15 1.09721 1.51661 -1.13690
H16 -1.26495 0.83004 1.25211
H17 1.14502 3.02114 -0.42101

Output
- E_LUMO: -3.16 eV
- Net charge: +1



Verdict on stability: #3 comes out on top.



#1
Molecular formula: C5H20N2O5
Method: DFT, the ωB97M-V functional and the def2-TZVPD basis

Positions of all 32 atoms, in Å:
O1 -1.51301 2.55223 -0.31430
O2 0.11446 1.66330 -2.33235
H1 -1.40163 -0.80408 -2.94233
O3 0.82810 3.11312 1.51425
H2 -1.97457 -1.50140 0.41639
C1 0.43721 0.55774 -2.19394
H3 1.34010 0.35846 -2.68877
C2 -0.17934 -0.42206 -1.27350
H4 0.04842 -3.58273 0.27554
H5 -2.48922 -2.61476 1.60196
H6 1.52941 -2.15709 1.29114
C3 0.89471 -1.14507 -0.52261
H7 0.04411 3.34351 0.95608
H8 0.28395 0.65526 3.73564
H9 1.88599 2.54472 0.17202
O4 1.92986 2.20507 -0.66075
H10 1.29743 2.76349 -1.10026
H11 -2.10586 -3.32034 -0.02330
H12 -2.16612 3.12641 -0.73985
N1 -0.98478 -1.23668 -2.16548
C4 -1.74860 -2.61090 0.61845
H13 -0.52284 -1.98750 -2.48055
H14 0.22857 -0.87475 1.40297
H15 0.56931 2.34335 2.07926
O5 0.97660 1.21172 3.41631
H16 1.45329 -1.86938 -1.08389
H17 -1.25045 1.90115 -0.83987
N2 -0.33809 -2.84713 0.97135
C5 0.59200 -1.76430 0.88379
H18 -0.89282 0.05495 -0.43402
H19 1.69209 -0.36939 -0.24880
H20 1.42175 0.71305 2.70944

Output
- SMILES: CNCC[C@H](N)C=O.O.O.O.O
- E_LUMO: 0.55 eV
- Net charge: 0



#2
Molecular formula: C5H20N2O5
Method: DFT, the ωB97M-V functional and the def2-TZVPD basis

Positions of all 32 atoms, in Å:
H1 2.03995 -0.53429 -2.46353
O1 4.32753 -2.24129 -0.22367
H2 -3.07515 4.04681 0.26552
H3 0.83543 0.00074 -3.73622
H4 -3.52835 1.36710 -2.03946
H5 3.96323 -1.95217 -1.06204
H6 -3.00974 0.24762 -1.05226
H7 3.71211 -2.36114 0.49088
O2 -2.77969 3.14126 0.37454
H8 -1.00313 -0.23558 -2.27127
H9 0.44231 0.92587 2.12561
N1 1.10808 0.21919 1.83011
H10 -0.78861 0.29085 3.82769
C1 1.07074 -0.02835 -2.60445
H11 -1.01464 -0.61690 0.17025
O3 -3.76314 0.78794 -1.31252
H12 -1.30151 1.61983 -0.34655
H13 0.36258 1.98342 -0.02037
O4 2.22344 -0.88496 0.24711
C2 -0.16195 -2.08445 -1.74588
H14 1.27303 1.08141 -2.45911
C3 1.17653 -0.38567 0.58737
C4 -0.02129 -0.56764 -1.72812
H15 0.06082 -2.35860 -2.81471
H16 -2.27579 0.40862 3.94833
H17 -1.14050 -2.52164 -1.52958
H18 -3.51337 2.58635 0.65678
N2 -0.37580 1.29473 -0.03640
O5 -1.50932 0.06881 4.43046
H19 0.70556 -2.53379 -1.21957
C5 -0.09661 -0.11018 -0.22936
H20 1.86507 0.11065 2.47563

Output
- SMILES: CC(C)[C@H](N)C(N)=O.O.O.O.O
- E_LUMO: 0.14 eV
- Net charge: 0



Verdict on stability: #2 comes out on top.



#1
Molecular formula: C4H10NOS2
Method: DFT, the ωB97M-V functional and the def2-TZVPD basis

Positions of all 18 atoms, in Å:
S1 2.44507 4.10155 1.52511
O1 1.19722 -4.47220 1.61160
H1 1.12612 0.63556 0.90638
H2 -1.01848 0.16465 -2.21327
H3 -3.80568 -0.31774 0.44402
S2 2.91555 2.21509 0.70952
H4 1.57662 1.02924 -0.75046
H5 -0.95509 1.76600 -1.78201
H6 0.62781 2.29995 0.11325
C1 -3.08179 -0.33000 -0.35888
H7 2.63575 -2.95530 1.55669
H8 -3.02843 -1.32034 -0.80257
C2 -2.30968 0.70278 -0.63971
C3 1.97492 -3.70439 1.11528
N1 -1.29539 0.87157 -1.54730
H9 -2.46156 1.64585 -0.11749
C4 1.29093 1.45321 0.21534
H10 2.16612 -3.78549 0.01449

Output
- E_LUMO: 2.76 eV
- Net charge: -1



#2
Molecular formula: C4H10NOS2
Method: DFT, the ωB97M-V functional and the def2-TZVPD basis

Positions of all 18 atoms, in Å:
S1 -2.32247 -1.05298 -0.84162
H1 -2.93992 -1.12472 2.33859
C1 -1.91639 -0.28773 0.69203
C2 1.99820 -0.06758 -0.35497
O1 -0.66063 1.36331 -0.32168
C3 1.02601 -0.32986 0.78570
S2 -0.47843 4.55467 -0.12769
H2 -1.65334 -2.25559 1.57645
H3 2.89025 0.15192 0.00527
C4 -2.00703 -1.22604 1.89623
H4 -2.53703 0.56967 0.85908
H5 -1.12913 -0.82561 2.55261
H6 1.02431 -1.33114 1.04188
H7 -0.61883 5.08560 1.06048
H8 2.04431 -0.98807 -0.95608
H9 1.57244 0.79009 -0.88730
H10 -0.40116 3.25712 0.24552
N1 -0.67765 0.13173 0.09128

Output
- E_LUMO (spin up / spin down): 3.22 / 3.22 eV
- Net charge: -1



#3
Molecular formula: C4H10NOS2
Method: DFT, the ωB97M-V functional and the def2-TZVPD basis

Positions of all 18 atoms, in Å:
H1 0.59743 -2.35229 3.56710
C1 0.90474 -1.29551 3.71196
H2 -1.36580 -0.72611 -1.04335
S1 -3.00529 -0.48627 -2.74162
H3 1.22887 -0.82197 2.76775
C2 1.37017 1.36410 -0.90874
O1 0.95794 -0.77960 4.78680
N1 1.36130 0.14021 -1.54051
H4 0.85770 -0.55577 -1.00848
H5 -2.52700 0.45671 -0.47820
C3 -2.42446 -0.49572 -1.00850
H6 1.58970 2.20073 -1.57565
H7 1.09614 0.84357 1.15788
H8 -2.97770 -1.27605 -0.47675
C4 1.28333 1.59932 0.39581
H9 1.40438 2.60875 0.75736
S2 -1.31971 -0.61424 -3.88868
H10 0.96828 0.19014 -2.47418

Output
- E_LUMO: 2.75 eV
- Net charge: -1



Verdict on stability: #3 comes out on top.